# C3H9N5

2 unconnected molecules or ions with the total composition C3H9N5 (wB97M-V/def2-TZVPD, OMol25).

XYZ file:
```
17
Properties=species:S:1:pos:R:3:nbo_charge:R:1
C 1.162 -0.444 0.007 0.597
C -0.860 1.061 -0.239 0.658
C 0.685 -1.284 -1.111 -0.709
N -3.313 -0.093 0.394 0.125
N 0.432 0.744 0.160 -0.663
N 2.271 -0.690 0.695 -0.654
N -1.132 2.314 -0.222 -0.777
N -3.453 -1.197 0.425 -0.172
H -0.333 -1.401 -0.981 0.249
H 1.215 -2.247 -1.163 0.280
H 1.030 1.613 0.506 0.462
H 2.871 -1.360 0.347 0.444
H 2.519 -0.234 1.600 0.459
H -2.148 2.533 -0.500 0.470
H -0.694 3.022 0.227 0.436
H -3.412 -2.179 0.655 0.487
H 0.781 -0.819 -2.139 0.306
```

Values from the calculation:
⟨S²⟩ = 2.007
total energy = -392.6348 Eh
LUMO (spin up / spin down) = -9.5 / -11.1 eV
ΔE to the lowest compared entry with this formula, charge and spin = 160.64 kJ/mol
molar mass = 115.1 g/mol
multiplicity = 3
charge = +2

=====

# C3H9N5O

A molecular structure, C3H9N5O (wB97M-V/def2-TZVPD, OMol25).

XYZ file:
```
18
Properties=species:S:1:pos:R:3:nbo_charge:R:1
C 0.240 0.151 2.048 -0.702
N -0.833 -0.326 -0.173 -0.421
C -0.183 0.769 0.730 0.613
N -1.581 0.270 -1.208 -0.671
O -0.734 1.883 0.712 -0.719
H -1.009 -1.256 0.226 0.421
H -1.818 1.213 -0.878 0.394
H -2.421 -0.267 -1.388 0.368
H 0.973 -0.647 1.937 0.245
H 0.703 0.916 2.671 0.235
H -0.636 -0.230 2.573 0.224
C 0.867 -1.000 -1.000 0.304
N 1.165 0.532 -0.596 -0.089
N 1.293 1.510 -1.300 -0.312
N 1.080 -2.018 -0.270 -0.812
H 0.663 2.333 -1.211 0.375
H 1.421 -2.825 -0.780 0.372
H 0.810 -1.008 -2.093 0.174
```

Values from the calculation:
total energy = -468.5103 Eh
LUMO = -0.3 eV
ΔE to the lowest compared entry with this formula, charge and spin = 566.84 kJ/mol
molar mass = 131.1 g/mol